Record 1
{
  "formula": "C6H8O2",
  "method": "ωB97M-V/def2-TZVPD",
  "relative_energy_ev": 3.099,
  "energy_ha": -383.7962,
  "lumo_energy_ev": 0.99,
  "total_charge": 0,
  "gap_ha": 0.384,
  "elements": ["C", "C", "C", "C", "C", "C", "H", "H", "H", "H", "H", "H", "H", "H", "O", "O"],
  "coordinates": [[1.6181, 1.1726, -0.4293], [0.4233, 0.3329, -0.1652], [0.3605, -1.2470, -0.3096], [-1.1045, -0.9096, -0.6160], [-1.6113, -0.3271, 0.7112], [-0.5080, 0.5830, 1.0607], [1.2852, 2.2266, -0.4518], [2.3406, 1.0837, 0.4019], [2.0499, 0.9311, -1.4106], [0.6747, -1.8932, 0.5317], [0.9246, -1.5941, -1.1855], [-1.8014, -1.4508, -1.2480], [-2.6625, -0.1832, 0.9018], [-0.5981, 1.5266, 1.5973], [-0.6022, 0.3277, -1.2616], [-0.7890, -0.5794, 1.8730]],
  "lowdin_charge": [-0.01, -0.39, -0.02, -0.18, -0.16, -0.13, 0.09, 0.10, 0.09, 0.12, 0.12, 0.15, 0.15, 0.16, -0.07, -0.02]
}



Record 2
{
  "formula": "C31H44N2O4",
  "method": "ωB97M-V/def2-TZVPD",
  "energy_ha": -1617.1199,
  "lumo_energy_ev": -0.05,
  "total_charge": 0,
  "gap_ha": 0.267,
  "elements": ["C", "C", "C", "C", "H", "H", "C", "C", "C", "C", "O", "O", "C", "C", "C", "C", "C", "C", "O", "C", "H", "H", "H", "H", "O", "C", "H", "H", "H", "C", "C", "C", "C", "C", "C", "C", "H", "H", "N", "C", "H", "H", "H", "C", "H", "H", "H", "H", "H", "C", "H", "C", "N", "C", "H", "H", "C", "H", "H", "H", "C", "C", "H", "H", "H", "H", "H", "H", "H", "H", "H", "H", "H", "H", "H", "H", "H", "H", "H", "H", "H"],
  "coordinates": [[-5.5995, -0.0882, 2.1957], [-5.6235, -0.5357, 0.6535], [-4.3925, -1.2206, 0.1685], [-4.6168, -1.7829, -1.2871], [-4.7631, -1.0450, -2.0461], [-5.6228, -2.4527, -1.3260], [-3.5490, -2.6869, -1.5797], [-2.2434, -1.6870, -1.8714], [-2.1111, -0.8505, -2.9024], [-0.9348, 0.0164, -2.9235], [-0.8285, 1.0174, -3.8172], [-0.2111, 0.1866, -1.9632], [-0.1856, -0.9062, -0.9030], [0.7982, -0.4578, 0.2216], [0.6821, -1.3341, 1.2154], [-0.3672, -2.3255, 1.5880], [-1.2059, -2.6590, 0.5267], [-1.2871, -1.7290, -0.5993], [-2.0753, -3.3705, 0.5108], [-2.2319, -4.2610, 1.8276], [-3.0724, -5.0063, 1.4527], [-2.5122, -3.6430, 2.7805], [-1.2786, -4.7614, 1.8729], [-0.3846, -2.8562, 2.5197], [1.5984, -0.8970, 2.0763], [1.6067, -1.7433, 3.5256], [1.6819, -3.0276, 3.4003], [0.6052, -1.4282, 4.0103], [2.2519, -1.4064, 4.2606], [1.9043, 0.4552, 0.1195], [1.2474, 1.9739, 0.1310], [0.8300, 2.2728, 1.3226], [0.2838, 3.5588, 1.6642], [-0.0456, 4.2389, 0.5427], [0.3253, 3.8620, -0.7006], [1.0156, 2.9061, -0.8517], [1.2572, 2.4155, -2.0654], [0.1601, 4.5536, -1.3083], [-0.5976, 5.6668, 0.8026], [-0.7472, 6.6931, -0.2098], [0.4184, 6.5342, -0.6370], [-0.9934, 7.6230, 0.3453], [-1.5006, 6.2788, -1.0197], [-1.7528, 5.6135, 1.7110], [-1.8135, 5.0166, 2.3461], [-1.4859, 6.6470, 2.1964], [-2.5742, 5.6135, 1.1802], [0.1421, 3.6806, 2.6883], [1.0919, 1.7586, 2.1990], [2.5876, 0.3846, -1.1666], [2.1299, 0.4465, -2.1584], [3.4337, -1.0002, -1.3105], [4.4197, -1.2691, -0.1948], [5.4153, -0.5101, 0.2026], [5.9238, -0.7621, 1.1776], [4.9905, 0.6798, 0.4179], [6.4065, -0.4886, -1.0537], [7.1589, 0.2442, -0.6406], [6.0552, 0.0167, -1.9111], [6.9837, -1.4387, -0.8327], [4.6612, -2.8071, -0.1180], [3.5432, -3.5707, 0.7161], [2.6245, -3.5218, -0.0216], [3.1391, -3.1929, 1.7183], [3.8314, -4.7100, 0.7545], [4.8615, -3.2235, -0.9934], [5.5073, -2.9302, 0.6333], [2.6914, -1.6907, -1.1724], [3.8521, -1.1977, -2.1257], [3.5075, 1.1882, -0.8428], [2.5953, 0.4713, 1.0166], [-2.6927, -0.8908, -3.5313], [-3.4127, -3.4502, -1.1545], [-3.6457, -2.6355, -2.9384], [-4.3593, -2.3398, 0.8006], [-3.5522, -0.6680, 0.2279], [-6.7402, -1.0632, 0.4871], [-5.8773, 0.3732, -0.0222], [-6.3125, 0.5514, 2.2384], [-5.5304, -1.0061, 2.8682], [-4.8518, 0.5449, 2.3131]],
  "lowdin_charge": [-0.08, -0.27, -0.20, -0.26, 0.10, 0.16, -0.10, -0.02, 0.06, -0.46, -0.04, 0.12, 0.09, -0.09, -0.28, 0.08, -0.49, 0.03, 0.00, 0.09, 0.13, 0.13, 0.08, 0.06, -0.12, 0.05, 0.15, 0.10, 0.02, -0.24, -0.15, -0.04, 0.03, -0.15, -0.11, -0.07, 0.21, 0.05, -0.24, -0.11, 0.15, 0.08, 0.11, -0.05, -0.05, 0.14, 0.04, 0.10, 0.10, -0.11, 0.11, -0.09, -0.21, -0.35, 0.12, 0.16, -0.07, 0.06, 0.05, 0.09, -0.17, -0.09, 0.08, 0.05, 0.09, 0.05, 0.12, 0.07, 0.03, 0.17, 0.16, -0.01, -0.03, 0.21, 0.19, 0.07, 0.16, 0.13, -0.01, 0.11, 0.01]
}



Record 3
{
  "formula": "C5H10NO",
  "method": "ωB97M-V/def2-TZVPD",
  "relative_energy_ev": 2.817,
  "energy_ha": -326.1783,
  "lumo_energy_ev": -4.66,
  "total_charge": 1,
  "gap_ha": 0.348,
  "elements": ["C", "C", "C", "C", "C", "N", "O", "H", "H", "H", "H", "H", "H", "H", "H", "H", "H"],
  "coordinates": [[-2.0827, 0.5041, -0.9151], [-0.1247, 1.1836, 0.1917], [2.9401, 0.0255, 0.0744], [-1.2082, -0.7414, 1.0835], [1.9233, -0.6285, -0.4547], [-1.0576, 0.3541, 0.1292], [0.6200, 2.0345, 0.2483], [-2.6916, 1.3889, -0.7305], [-1.6308, 0.5817, -1.9030], [3.3873, 0.8789, -0.4075], [-2.7168, -0.3784, -0.8875], [3.3668, -0.2619, 1.0221], [-0.3982, -0.7379, 1.8099], [-1.2130, -1.6877, 0.5446], [-2.1568, -0.6189, 1.6083], [1.5207, -1.5145, 0.0121], [1.5223, -0.3819, -1.4258]],
  "lowdin_charge": [0.05, -0.16, -0.03, 0.03, -0.11, -0.10, 0.36, 0.12, 0.12, 0.07, 0.11, 0.07, 0.11, 0.12, 0.12, 0.05, 0.06]
}



Record 4
{
  "formula": "C13H9ClN4O2",
  "method": "ωB97M-V/def2-TZVPD",
  "relative_energy_ev": 2.337,
  "energy_ha": -1330.4169,
  "lumo_energy_ev": -0.95,
  "total_charge": 0,
  "gap_ha": 0.274,
  "smiles": "Nc1c(-c2ccccc2)nc(Cl)c2c(=O)[nH][nH]c(=O)c12",
  "elements": ["N", "C", "C", "C", "C", "C", "C", "C", "C", "N", "C", "Cl", "C", "C", "O", "N", "N", "C", "O", "C", "H", "H", "H", "H", "H", "H", "H", "H", "H"],
  "coordinates": [[-0.3385, 0.7787, -2.0257], [-0.2055, -0.0414, -0.8781], [0.2490, 0.3718, 0.3892], [0.2546, 1.7578, 0.9762], [0.9273, 1.9883, 2.1933], [0.8129, 3.2325, 2.8642], [0.0683, 4.2622, 2.2420], [-0.4981, 4.0557, 0.9400], [-0.3759, 2.7664, 0.3585], [0.7076, -0.6012, 1.3005], [0.7835, -1.8158, 1.0322], [1.3731, -2.8342, 2.3260], [0.3726, -2.3472, -0.2028], [0.5839, -3.8451, -0.5266], [1.4719, -4.5848, -0.1814], [0.0554, -4.3698, -1.7189], [-0.9461, -3.5009, -2.3230], [-0.9249, -2.0804, -2.3538], [-1.6745, -1.5754, -3.1616], [-0.1869, -1.4303, -1.1725], [-0.5080, 1.7892, -1.9087], [-0.6424, 0.2335, -2.8652], [1.3838, 1.2207, 2.7629], [1.0604, 3.4472, 3.9354], [-0.2818, 4.9766, 2.9416], [-1.1593, 4.7836, 0.4601], [-0.8791, 2.5709, -0.6492], [0.2980, -5.3851, -1.9414], [-1.7811, -3.8236, -2.8131]],
  "lowdin_charge": [0.12, -0.17, -0.08, -0.18, -0.01, -0.06, -0.08, -0.04, -0.06, 0.10, -0.70, 0.71, -0.03, -0.40, 0.03, 0.07, 0.07, -0.37, 0.06, 0.02, 0.07, 0.10, 0.09, 0.12, 0.08, 0.10, 0.11, 0.19, 0.15]
}